Formula: C6H9N2
Source: the OMol25 dataset
Level of theory: the ωB97M-V functional and the def2-TZVPD basis

```
17
Properties=species:S:1:pos:R:3:forces:R:3:nbo_charge:R:1
C -2.7565 -0.3454 0.1191 1.3 -1.6 0.6 -0.238
C -2.3931 1.0118 -0.1661 3.2 -0.9 0.5 0.062
C -1.5591 -1.0589 0.2064 -2.4 0.6 1.3 -0.036
C 2.0979 1.6996 -0.2889 -1.2 -4.2 0.4 -0.285
C 0.7227 -0.2924 0.0824 3.4 4.0 -0.5 0.512
C 1.6564 -1.4344 0.0839 -3.0 0.2 3.4 -0.728
N -1.0811 1.1498 -0.2161 -0.9 1.5 0.8 -0.217
N -0.5200 -0.0597 0.1484 -2.1 -2.5 -1.6 -0.289
H -3.7698 -0.6697 0.3728 0.6 -0.2 -0.5 0.270
H -2.9441 1.9082 -0.1950 -0.9 0.6 -0.5 0.249
H -1.3868 -2.1185 0.5288 0.0 1.4 -0.5 0.263
H 1.4489 2.1855 -0.9670 -0.4 0.6 -0.6 0.216
H 2.6815 0.8249 -0.6517 0.1 1.6 0.1 0.198
H 1.5134 -1.8904 -0.8426 -0.4 -1.6 -1.5 0.277
H 2.6079 -0.9982 0.0705 1.6 0.0 0.5 0.250
H 1.3792 -2.0537 1.0426 1.0 0.6 -2.0 0.278
H 2.3026 2.1414 0.6725 0.0 -0.1 0.1 0.218
```
Forces are in eV/Å.

The calculation puts the molar mass at 109.2 g mol⁻¹. The calculation puts the frontier orbital gap (spin up / spin down) at 8.659 / 8.658 eV. The LUMO energy (spin up / spin down) comes out at -0.192 / -0.192 hartree. The net charge is +1. As for the energy: -9335.614 eV.

=====

Formula: C6H9N2
Source: the OMol25 dataset
Level of theory: the ωB97M-V functional and the def2-TZVPD basis

```
17
Properties=species:S:1:pos:R:3:forces:R:3:nbo_charge:R:1
C 2.4349 0.8968 0.2377 0.5 -0.5 1.2 -0.054
C 1.1093 0.9334 0.1279 -0.7 1.3 -0.7 -0.036
C 1.7196 -1.0994 -0.1966 -2.0 -1.3 -1.7 0.253
C -1.7530 0.3166 -0.7360 -2.0 -0.9 0.9 -0.521
C -2.1774 0.1770 0.7462 1.5 -0.9 -1.3 -0.251
C -0.6182 -0.6079 -0.6456 -1.8 -2.7 0.4 0.012
N 2.8163 -0.4429 0.0764 0.6 0.4 0.0 -0.459
N 0.6622 -0.2604 -0.2817 1.0 -1.2 0.7 -0.307
H 2.8689 1.6588 0.8160 1.7 0.5 0.1 0.260
H 0.3970 1.6991 0.3257 0.0 0.7 0.0 0.252
H 1.6169 -2.1301 -0.5138 0.4 0.1 0.2 0.245
H -2.6053 0.1973 -1.4527 1.0 -1.0 0.6 0.273
H -1.4616 1.2569 -1.0101 1.1 2.8 -0.2 0.228
H -1.6358 0.6846 1.5498 -0.1 -0.1 -0.4 0.192
H -2.8102 -0.6587 1.0570 0.2 0.3 -0.3 0.213
H -0.6508 -1.7162 -0.8235 -0.6 1.4 0.1 0.228
H 3.7061 -0.9609 -0.0191 -0.4 1.2 0.4 0.472
```
Forces are in eV/Å.

The calculation puts the molar mass at 109.2 g mol⁻¹. The calculation puts the frontier orbital gap (spin up / spin down) at 7.919 / 8.167 eV. The LUMO energy (spin up / spin down) comes out at -0.160 / -0.141 hartree. The net charge is +1. As for the energy: -9337.949 eV.

=====

Formula: C6H9N2O2
Source: the OMol25 dataset
Level of theory: the ωB97M-V functional and the def2-TZVPD basis

```
19
Properties=species:S:1:pos:R:3:forces:R:3:nbo_charge:R:1
C -0.5457 2.2633 -2.7866 0.0 0.2 0.2 -0.629
C -0.6619 2.0810 0.7778 0.3 0.4 0.1 0.166
C 0.5249 1.1197 -0.7757 0.3 0.7 0.0 -0.107
C -0.2704 2.0953 -1.3213 -0.1 -1.0 -0.3 0.063
N 0.3222 1.1821 0.5777 0.0 -0.9 -0.2 -0.526
N -1.0176 2.6796 -0.3362 -0.3 0.3 0.1 -0.497
H 0.5879 0.3875 1.1644 -0.2 -0.2 0.3 0.478
H -1.0386 2.3188 1.7592 -0.1 -0.1 0.0 0.185
H 1.2604 0.4665 -1.2207 -0.2 -0.1 0.1 0.213
H 0.0942 3.0114 -3.2608 -0.1 0.0 0.0 0.200
H -1.5934 2.5392 -2.9270 0.1 0.1 0.0 0.218
H -0.3878 1.3022 -3.2798 0.1 0.1 -0.1 0.211
C 0.7039 -2.6555 -0.3115 -0.6 -0.3 -0.6 -0.740
C 0.3002 -2.6859 1.1797 0.0 -0.1 -0.1 0.770
O 0.4621 -1.5810 1.7639 0.1 0.5 0.2 -0.837
O -0.1749 -3.7355 1.6442 0.1 0.0 -0.1 -0.758
H 1.7043 -2.2444 -0.4575 -0.1 0.1 0.0 0.193
H -0.0475 -2.0335 -0.8101 0.3 0.4 0.1 0.203
H 0.5941 -3.5982 -0.8589 0.3 -0.2 0.5 0.192
```
Forces are in eV/Å.

The calculation puts the molar mass at 141.2 g mol⁻¹. The calculation puts the frontier orbital gap at 8.045 eV. The LUMO energy comes out at 0.131 hartree. The net charge is -1. As for the energy: -13445.283 eV.

=====

Formula: C6H9N2O2
Source: the OMol25 dataset
Level of theory: the ωB97M-V functional and the def2-TZVPD basis

```
19
Properties=species:S:1:pos:R:3:forces:R:3:nbo_charge:R:1
C -1.1811 1.0776 -0.7685 -1.6 -3.4 1.2 -0.023
C -2.5661 0.5593 -0.9873 -0.3 2.3 -0.3 -0.372
C -0.4717 0.0414 0.1553 -1.7 1.0 -2.0 0.293
C 1.6345 -1.5247 -0.2268 2.9 3.1 1.8 -0.599
C 1.8382 0.6517 1.1209 2.2 0.3 -0.8 -0.623
C 1.2618 -0.0818 -0.0464 -3.8 -0.4 -0.1 -0.171
N -1.7800 -0.9356 0.5260 5.7 -0.1 1.2 -0.377
N -2.7766 -0.4280 -0.0664 -0.2 1.3 -1.5 0.274
O -0.7729 1.3702 0.5735 0.0 0.5 0.4 -0.563
O -3.8965 -0.9197 0.1957 -1.4 -0.3 0.0 -0.587
H -0.6934 1.5181 -1.5708 1.2 1.2 -1.0 0.164
H -3.4436 1.2101 -1.3756 1.6 -1.5 1.0 0.184
H 1.2583 -1.8579 -1.0891 -1.1 -1.4 -3.5 0.207
H 1.3467 -2.1563 0.5273 -0.8 -1.4 2.1 0.206
H 2.7267 -1.4017 -0.2167 0.1 -1.1 -0.4 0.177
H 3.0112 0.7232 1.0639 -2.1 0.1 0.1 0.174
H 1.5825 0.1388 2.0001 -0.2 -0.8 1.4 0.203
H 1.3314 1.6069 1.1806 0.4 0.4 0.0 0.245
H 1.5905 0.4084 -0.9958 -0.9 0.0 0.6 0.186
```
Forces are in eV/Å.

The calculation puts the molar mass at 141.2 g mol⁻¹. The calculation puts the frontier orbital gap at 6.530 eV. The LUMO energy comes out at 0.136 hartree. The net charge is -1. As for the energy: -13437.752 eV.

=====

Formula: C6H9N2O2P
Source: the OMol25 dataset
Level of theory: the ωB97M-V functional and the def2-TZVPD basis

```
20
Properties=species:S:1:pos:R:3:forces:R:3:nbo_charge:R:1
C 3.1479 -0.6275 -0.6703 0.8 0.0 2.5 -0.301
C -3.2293 -0.5069 -0.1373 -1.0 -1.9 -1.0 -0.265
C 2.0576 -0.2277 -1.2812 1.1 1.0 -1.2 -0.052
C -2.4349 0.1396 -0.9946 -0.6 -0.7 -1.8 -0.076
C 2.9596 -0.3014 0.8836 2.5 -0.8 -2.6 -0.088
C -2.7531 -0.2650 1.2794 -2.6 -4.1 -0.2 -0.100
N 1.2102 0.3930 -0.3960 -2.3 1.1 -0.5 -0.441
N -1.5545 1.0248 -0.4400 0.9 1.0 3.2 -0.488
O 1.7559 0.3427 0.9352 -2.0 0.8 -0.2 -0.361
O -1.9148 0.7574 1.2850 1.9 2.3 -2.3 -0.394
P 0.0164 1.6034 -0.8594 0.2 -2.0 0.5 0.960
H 4.0801 -1.0060 -1.0256 0.1 -0.3 -0.5 0.220
H -4.0135 -1.3592 -0.3507 1.8 2.1 0.2 0.232
H 1.9873 -0.0613 -2.3839 -0.5 -0.5 1.2 0.241
H -2.4066 0.0543 -2.1353 -0.2 0.1 1.9 0.251
H 2.9925 -1.2428 1.4095 -0.4 -0.3 0.6 0.170
H 3.7731 0.3480 1.2601 -0.2 -0.2 -0.1 0.168
H -3.7578 -0.1800 1.8548 1.8 0.5 -0.1 0.191
H -2.2739 -1.3090 1.5373 -0.6 1.7 0.3 0.148
H 0.3580 2.4236 0.2291 -0.7 0.0 0.2 -0.013
```
Forces are in eV/Å.

The calculation puts the molar mass at 172.1 g mol⁻¹. The calculation puts the frontier orbital gap at 7.634 eV. The LUMO energy comes out at -0.002 hartree. As for the energy: -22724.850 eV.

=====

Formula: C6H9N2O2S
Source: the OMol25 dataset
Level of theory: the ωB97M-V functional and the def2-TZVPD basis

```
20
Properties=species:S:1:pos:R:3:forces:R:3:nbo_charge:R:1
N 0.7265 -2.1288 -0.8276 0.7 1.0 -1.2 -0.716
C -0.1736 -0.9724 -0.6464 -0.8 3.3 5.9 0.298
O -1.2775 -1.3202 -1.2559 -3.1 -0.9 -2.0 -0.740
C -0.4307 -0.9105 1.2207 1.1 -1.2 -4.4 -0.307
C -0.2707 0.1576 1.9734 0.2 1.3 2.7 0.014
N -0.0417 1.4449 1.4983 -0.6 -2.8 -1.2 -0.466
C 0.4250 2.7125 1.8144 -1.1 0.8 -1.0 0.713
O 0.7855 3.2346 2.7957 0.7 0.2 1.4 -0.485
C 0.1031 3.1870 0.3839 1.0 1.1 -0.4 -0.488
C -0.2382 1.6907 0.1122 -2.5 1.4 -0.6 -0.198
S 0.5956 0.6796 -1.0803 1.3 -1.3 -0.8 0.221
H 0.3346 -3.0142 -0.4856 0.1 0.3 0.3 0.459
H 1.6121 -1.8306 -0.3765 -0.2 -0.8 -0.4 0.475
H 0.7979 -2.2300 -1.8631 0.6 -0.2 0.6 0.456
H -2.1152 -0.7718 -1.3387 2.0 -0.4 0.6 0.554
H -0.4742 -1.9680 1.4715 -0.5 0.5 0.7 0.217
H -0.3878 0.1794 3.0910 0.3 -0.6 -1.1 0.259
H -0.8362 3.8500 0.3776 1.7 -0.9 -0.2 0.268
H 1.0277 3.6255 -0.1020 -1.4 -0.3 0.3 0.259
H -1.3060 1.6827 -0.2438 0.6 -0.4 0.8 0.207
```
Forces are in eV/Å.

The calculation puts the molar mass at 173.2 g mol⁻¹. The calculation puts the frontier orbital gap at 9.389 eV. The LUMO energy comes out at -0.133 hartree. The net charge is +1. As for the energy: -24268.566 eV. Its structure (SMILES) is [NH3+][C@@]1(O)C=CN2C(=O)C[C@H]2S1.

=====

Formula: C6H9N2OS
Source: the OMol25 dataset
Level of theory: the ωB97M-V functional and the def2-TZVPD basis

```
19
Properties=species:S:1:pos:R:3:forces:R:3:nbo_charge:R:1
C -1.9815 -1.9682 0.0744 0.2 0.4 -0.5 -0.361
C -2.8470 -1.6472 1.0325 -0.3 0.3 1.0 -0.268
C -1.1084 -1.1806 -0.6152 0.4 1.0 1.2 0.495
C -1.2340 0.3302 1.4709 0.3 -0.2 -1.5 -0.175
C 0.4571 0.5708 -0.2723 2.2 0.9 0.9 -0.253
C -0.1719 0.9423 1.0536 -1.4 -2.4 -1.8 -0.232
N -0.1916 -0.4503 -1.0729 -1.8 -0.4 3.6 -0.455
N 3.5662 1.5805 -1.6700 1.2 0.2 1.7 -1.101
O -2.5273 -0.6948 3.4467 -0.2 -0.3 0.3 -0.881
S -2.7242 -0.2074 2.0870 0.0 0.3 0.2 1.358
H -2.0661 -2.9566 -0.2231 0.1 -2.1 -0.9 0.272
H -3.5945 -2.3912 1.2917 -0.3 0.4 0.2 0.266
H 0.4686 1.5089 -0.8273 0.3 -0.1 -0.4 0.258
H 1.5275 0.3117 -0.0308 -0.9 0.1 -0.7 0.267
H 0.4430 1.7060 1.3541 0.8 2.1 1.8 0.266
H 0.0068 -0.4457 -2.0048 0.8 0.1 -3.4 0.438
H 3.8459 2.5607 -1.4170 -0.4 -1.3 0.0 0.372
H 3.9502 1.4996 -2.5922 0.1 -0.3 -0.7 0.367
H 4.1813 0.9310 -1.0852 -1.0 1.3 -1.0 0.366
```
Forces are in eV/Å.

The calculation puts the molar mass at 157.2 g mol⁻¹. The calculation puts the frontier orbital gap (spin up / spin down) at 6.906 / 7.826 eV. The LUMO energy (spin up / spin down) comes out at -0.220 / -0.207 hartree. The net charge is +1. As for the energy: -22216.293 eV.

=====

Formula: C6H9N2P
Source: the OMol25 dataset
Level of theory: the ωB97M-V functional and the def2-TZVPD basis

```
18
Properties=species:S:1:pos:R:3:forces:R:3:nbo_charge:R:1
C -0.1929 0.0299 0.1353 -1.4 -1.5 -0.2 0.304
C -1.0446 1.0381 0.0489 0.1 0.1 0.0 0.049
C 1.5366 -1.8108 0.4414 0.1 -0.2 0.0 -0.366
C 1.9499 -1.0328 -0.7570 0.2 0.0 -0.1 -0.395
C 1.1639 -0.3485 0.3422 0.2 -0.2 0.1 -0.377
C -0.5436 2.4620 0.0370 0.3 -0.1 0.0 -0.619
N -1.6133 -1.8046 0.0295 1.5 1.2 0.1 -1.027
N -2.3995 0.8568 -0.0552 -0.9 -0.5 0.0 -0.936
P -2.6709 -0.7129 -0.0767 0.3 1.3 0.1 1.539
H 0.7231 -2.5127 0.3471 -0.1 0.1 0.0 0.257
H 2.2867 -2.0801 1.1690 0.1 0.1 0.0 0.218
H 2.9894 -0.7635 -0.8698 0.1 0.0 0.1 0.217
H 1.4333 -1.2158 -1.6861 -0.2 0.0 0.0 0.227
H 1.6926 0.3251 1.0131 0.0 -0.1 0.0 0.250
H -0.0192 2.6776 0.9669 0.0 0.1 0.0 0.220
H -1.3940 3.1286 -0.0616 0.0 0.0 0.0 0.243
H 0.1417 2.6183 -0.7932 0.0 0.1 0.0 0.224
H -4.0393 -0.8548 -0.2309 -0.3 -0.4 -0.1 -0.028
```
Forces are in eV/Å.

The calculation puts the molar mass at 140.1 g mol⁻¹. The calculation puts the frontier orbital gap at 8.130 eV. The LUMO energy comes out at -0.006 hartree. As for the energy: -18631.844 eV.